[1]
{"formula": "C3H12O4S", "method": "the ωB97M-V functional and the def2-TZVPD basis", "orbital_gap_ev": [2.4, 9.4], "s_squared": 0.7504, "total_charge": -1, "energy_ev": -22329.3533, "de_lowest_kcal_mol": 23.07, "homo_energy_ha": [0.021, -0.237], "multiplicity": 2, "elements": ["O", "C", "C", "C", "S", "H", "H", "H", "H", "H", "H", "H", "H", "O", "H", "H", "O", "H", "H", "O"], "xyz": [[2.7645, -0.2006, -1.8982], [2.8052, -0.2095, -0.7176], [1.6975, -0.6083, 0.1731], [0.7120, -1.5829, -0.4499], [-0.1477, -2.3241, 1.0088], [3.7015, 0.0366, -0.1555], [0.9831, 0.2847, 0.4887], [2.1460, -0.8566, 1.1462], [0.0402, -1.1112, -1.0888], [1.1668, -2.4428, -0.9662], [-0.9708, -3.1549, 0.2963], [-1.5837, 3.3743, -0.1863], [-2.1902, 2.6619, 0.9309], [-2.1780, 2.6309, -0.0521], [-1.7866, 1.2243, -1.8001], [-0.5364, 1.4416, -2.5223], [-1.2913, 0.9013, -2.5462], [-3.2579, 2.7012, 3.1075], [-2.4612, 1.5261, 3.2822], [-2.3170, 2.4066, 2.9082]], "forces_ev_per_angstrom": [[0.1, 0.0, -2.2], [-0.5, 0.1, 1.7], [-2.0, 1.7, 1.0], [1.1, -2.2, 1.8], [-0.6, -0.3, -0.7], [0.9, 0.4, 0.1], [1.7, -1.1, -0.7], [-0.3, -0.6, -0.3], [-1.1, 0.9, -1.0], [0.2, 0.6, 0.0], [0.4, 0.4, 0.4], [0.1, 0.2, -0.5], [-0.4, -0.8, 0.0], [0.3, 0.4, 0.5], [-0.6, 0.2, 0.8], [1.7, 1.0, -0.1], [-1.1, -1.2, -0.5], [1.0, 0.4, -0.4], [0.7, -0.9, 0.0], [-1.6, 0.6, 0.1]], "nbo_charge": [-0.5280, 0.4506, -0.5875, -0.4925, -0.1818, 0.0869, 0.2617, 0.2261, 0.2355, 0.2051, 0.1153, 0.4364, 0.5040, -1.0362, 0.4939, 0.4556, -0.9603, 0.3340, 0.3373, -1.3560]}

***

[2]
{"formula": "C21H21BrN4O3", "method": "the ωB97M-V functional and the def2-TZVPD basis", "orbital_gap_ev": 8.7, "smiles": "CCc1nn(CCCC(=O)NCc2ccccc2Br)c(=O)c2cc3occc3n12", "energy_ev": -104263.5022, "de_lowest_kcal_mol": 26.65, "homo_energy_ha": -0.295, "elements": ["C", "C", "C", "N", "N", "C", "C", "C", "C", "O", "N", "C", "C", "C", "C", "C", "C", "C", "Br", "C", "O", "C", "C", "C", "O", "C", "C", "C", "N", "H", "H", "H", "H", "H", "H", "H", "H", "H", "H", "H", "H", "H", "H", "H", "H", "H", "H", "H", "H", "H"], "xyz": [[-0.1975, -0.9334, 3.0435], [-1.6670, -1.2906, 2.8046], [-2.0946, -0.7683, 1.4746], [-2.8013, 0.2916, 1.4151], [-3.1177, 0.8532, 0.2325], [-3.8210, 2.1130, 0.3479], [-2.8812, 3.2253, 0.8144], [-1.7862, 3.5025, -0.2144], [-0.7060, 2.4317, -0.1952], [-0.2568, 1.9525, 0.8271], [-0.2097, 2.1272, -1.4196], [0.8439, 1.1399, -1.5562], [2.0483, 1.5353, -0.7439], [2.4597, 2.8643, -0.7287], [3.5479, 3.2744, 0.0172], [4.2590, 2.3538, 0.7684], [3.8801, 1.0249, 0.7592], [2.7863, 0.6314, 0.0072], [2.3430, -1.2209, 0.0172], [-2.6898, 0.3978, -0.9921], [-2.9157, 1.0164, -2.0245], [-1.9681, -0.8534, -0.9216], [-1.4588, -1.6497, -1.9347], [-0.8406, -2.7204, -1.2781], [-0.1629, -3.8489, -1.5511], [0.1301, -4.3975, -0.3471], [-0.3372, -3.6673, 0.7054], [-0.9791, -2.5555, 0.1086], [-1.6725, -1.4059, 0.3290], [0.4477, -1.4753, 2.3573], [-0.0487, 0.1322, 2.8858], [0.0884, -1.1851, 4.0614], [-1.8088, -2.3720, 2.8450], [-2.2911, -0.8186, 3.5625], [-4.6275, 1.9789, 1.0721], [-4.2348, 2.3396, -0.6371], [-2.4139, 2.9203, 1.7529], [-3.4673, 4.1285, 0.9875], [-1.2880, 4.4434, 0.0343], [-2.2158, 3.5894, -1.2127], [-0.7773, 2.3130, -2.2314], [0.4840, 0.1541, -1.2391], [1.1143, 1.0797, -2.6142], [1.9009, 3.5820, -1.3108], [3.8406, 4.3133, 0.0136], [5.1065, 2.6651, 1.3596], [4.4256, 0.2932, 1.3356], [-1.5458, -1.4586, -2.9839], [0.6821, -5.3159, -0.3626], [-0.2200, -3.9058, 1.7414]], "forces_ev_per_angstrom": [[-0.1, -0.1, 0.1], [0.2, 0.1, 0.0], [-0.4, 0.2, 0.4], [0.1, -0.2, 0.8], [0.0, -0.2, -0.6], [-0.1, 0.4, 0.1], [0.0, -0.2, -0.2], [-0.1, -0.1, 0.3], [-0.2, 0.5, -0.4], [0.0, -0.2, 0.3], [0.2, -0.1, -0.4], [-0.1, -0.2, 0.2], [0.2, -0.1, 0.0], [0.1, -0.1, 0.0], [0.0, 0.1, 0.0], [0.0, 0.0, 0.0], [0.0, 0.0, 0.0], [0.0, -0.1, -0.1], [0.0, 0.0, 0.0], [-0.3, 0.1, 0.1], [0.0, -0.1, -0.2], [0.3, -0.4, -0.4], [-0.1, 0.2, 0.0], [-0.5, 0.7, 1.5], [0.1, 0.0, -0.6], [0.0, 0.1, 0.8], [0.2, -0.3, -0.1], [0.2, -0.3, -1.1], [0.0, 0.1, -0.6], [0.1, 0.0, 0.0], [0.1, 0.1, 0.0], [0.1, 0.0, 0.1], [-0.1, 0.0, 0.1], [-0.1, -0.1, -0.1], [0.0, -0.1, -0.1], [0.0, 0.0, 0.2], [0.0, 0.1, 0.0], [0.0, 0.0, 0.0], [0.0, 0.0, -0.1], [0.0, 0.1, 0.0], [-0.1, 0.0, 0.2], [0.1, 0.2, -0.1], [-0.1, 0.0, 0.1], [-0.1, 0.1, 0.0], [0.0, 0.1, 0.0], [0.1, 0.0, 0.1], [0.0, -0.1, 0.0], [-0.1, 0.1, -0.2], [0.1, -0.1, -0.1], [0.1, -0.1, 0.2]], "nbo_charge": [-0.6098, -0.4373, 0.4213, -0.2596, -0.2542, -0.2162, -0.4054, -0.5031, 0.6914, -0.6444, -0.6276, -0.2465, -0.0974, -0.1882, -0.2059, -0.2067, -0.2690, 0.0513, 0.0280, 0.6233, -0.6554, 0.0328, -0.2673, 0.2309, -0.3917, 0.1160, -0.3244, 0.0637, -0.3310, 0.2110, 0.2379, 0.2107, 0.2079, 0.2395, 0.2142, 0.2312, 0.2361, 0.2124, 0.2372, 0.2173, 0.4178, 0.2206, 0.2202, 0.2173, 0.2140, 0.2162, 0.2242, 0.2496, 0.2090, 0.2381]}